{"formula": "C3H3NO3S", "method": "wB97M-V/def2-TZVPD", "smiles": "O=CO/N=C\\SC=O", "e_above_lowest_kj_mol": 310.99, "lumo_ev": -0.06, "homo_energy_ev": -10.3, "e_tot_ha": -794.6918, "fmax_ha_per_bohr": 0.086, "species": ["H", "O", "O", "H", "C", "O", "N", "C", "S", "C", "H"], "xyz": [[3.2465, -1.4296, 0.3491], [1.5342, -0.4938, 0.1280], [3.4960, 0.6557, -0.1408], [-3.6733, -0.7947, 0.0833], [2.9090, -0.4175, 0.0642], [-3.0320, 1.0726, 0.0338], [0.9086, 0.7935, 0.0224], [-2.8064, -0.1253, 0.0534], [-1.2325, -0.9062, -0.1037], [-0.3063, 0.5380, 0.0357], [-0.9771, 1.3216, -0.0172]], "forces_ev_per_a": [[0.5244, 0.4361, -0.4180], [1.3596, 0.1128, -0.3308], [-1.2455, -4.1898, 0.5632], [0.2983, -0.5619, 0.1003], [0.1572, 3.8953, 0.0040], [0.6472, -1.4381, 0.2556], [1.3643, -1.1694, 0.5087], [-1.2413, 2.0279, -0.5315], [0.1967, -1.1973, 0.4643], [-1.1273, -0.0130, -0.6670], [-0.9336, 2.0974, 0.0509]]}


{"formula": "C4H7NO", "method": "wB97M-V/def2-TZVPD", "e_above_lowest_kj_mol": 674.31, "lumo_ev": -0.12, "homo_energy_ev": -8.0, "e_tot_ha": -286.3748, "fmax_ha_per_bohr": 0.049, "species": ["H", "H", "O", "H", "H", "H", "N", "C", "H", "C", "H", "C", "C"], "xyz": [[1.4929, -0.9181, 0.0968], [1.7982, 0.0750, -1.4458], [-0.7463, -2.2550, -0.0189], [-1.5301, 1.5344, -0.1957], [2.1503, 0.7260, 0.1676], [-1.8204, -0.8286, -1.0987], [-0.0196, 0.0604, -0.5943], [-0.7081, -0.0215, 0.7688], [-0.2402, -0.5908, 1.5503], [-0.9341, -1.1584, -0.5248], [-0.0785, 2.0083, 1.0885], [-0.8210, 1.3351, 0.6189], [1.4567, 0.0332, -0.4127]], "forces_ev_per_a": [[1.4923, -0.7387, -0.3522], [0.5130, -0.5710, 0.1310], [1.1215, -0.8299, -1.3321], [0.4029, 1.3102, 0.7665], [-2.0091, -0.0540, -0.3749], [0.3621, -0.4546, -0.1003], [0.7166, 0.9951, 0.6063], [-0.9404, -0.0979, 0.7413], [0.3157, 0.1606, 0.1958], [-1.4471, 1.3532, 1.5461], [-1.1296, 0.2680, -0.0988], [0.4899, -0.4269, -1.4605], [0.1122, -0.9141, -0.2684]]}


{"formula": "C21H27IN6O2V", "method": "wB97M-V/def2-TZVPD", "s_squared": 0.824, "multiplicity": 2, "lumo_ev": [0.24, 0.29], "homo_energy_ev": [-7.9, -7.8], "e_tot_ha": -2537.1932, "fmax_ha_per_bohr": 0.010, "species": ["C", "N", "V", "H", "H", "C", "H", "C", "H", "H", "C", "C", "C", "H", "H", "C", "H", "O", "H", "C", "C", "H", "H", "H", "N", "H", "C", "H", "H", "C", "H", "C", "O", "C", "H", "C", "H", "N", "C", "C", "C", "H", "H", "C", "N", "H", "I", "H", "H", "H", "C", "N", "N", "H", "H", "H", "C", "C"], "xyz": [[-1.0529, 1.8392, 2.9405], [-1.5855, -1.3074, -0.3028], [0.0072, -0.2405, 0.6784], [-2.2352, -0.1802, -1.9326], [2.4135, 1.7099, 0.0259], [2.2372, -0.6385, -1.3201], [1.4319, 1.1891, 2.6168], [-2.6337, 1.2729, 1.2473], [5.0435, -0.9698, -3.9469], [-2.9491, -4.2194, -0.5723], [-0.1477, 2.1144, -1.4111], [-2.6488, -3.1997, -0.7383], [3.4013, 1.3592, -0.2761], [-0.2989, 3.6156, -2.9381], [0.0963, -2.1352, -2.5231], [3.1999, -1.7768, -3.2053], [1.9203, -0.7776, 4.0319], [0.5389, -2.7521, 3.8689], [-0.5188, 2.5140, 2.2721], [4.3074, 0.1337, -2.2671], [-2.3005, -0.1822, 3.1094], [-3.3258, 1.9295, 1.7948], [-1.5945, -0.5465, 3.8527], [0.8033, 1.7600, -1.7950], [1.4342, 0.2274, 2.2941], [-3.2207, 0.4291, 0.8739], [4.2577, -0.8785, -3.2083], [2.3367, 0.0273, 1.8734], [0.8946, -3.0748, -1.2744], [-2.9826, -2.2983, -1.7318], [3.9322, 1.0112, 0.6167], [3.3084, 0.2733, -1.3075], [-0.1433, -1.8169, 1.9471], [-2.2774, -1.1264, -1.4179], [-2.4902, 4.4521, -2.1437], [2.1795, -1.6766, -2.2722], [-3.5617, 3.3865, -0.1837], [-1.8272, -2.5569, 0.1018], [-1.9629, 1.9796, 0.1111], [0.4835, -1.8387, 3.0693], [-2.0002, 3.6318, -1.6346], [-2.7026, -1.0355, 2.5653], [3.9613, 2.2100, -0.6636], [-0.7725, 3.1644, -2.0742], [-1.6289, 0.7262, 2.1709], [-3.1195, 0.3347, 3.6255], [-4.2244, -2.6170, -3.3346], [3.1635, -2.5709, -3.9416], [5.1335, 0.8353, -2.2718], [-1.8451, 2.4076, 3.4436], [1.0321, -2.6380, -2.2662], [1.1566, -0.6300, 3.3858], [1.2183, -0.5308, -0.4096], [-1.3489, -2.8524, 0.9533], [-0.3822, 1.4469, 3.7048], [1.1978, -3.4399, -2.9845], [-0.7115, 1.4926, -0.2909], [-2.5975, 3.0337, -0.5356]], "forces_ev_per_a": [[0.0011, -0.0011, -0.0062], [0.0454, 0.1513, 0.1589], [0.0389, -0.1165, -0.3875], [-0.0065, 0.0041, -0.0177], [-0.0213, 0.0074, -0.0196], [0.1006, 0.0023, -0.2005], [-0.0108, -0.0088, -0.0443], [-0.1411, -0.0299, 0.0555], [0.0009, -0.0003, -0.0038], [-0.0157, -0.0111, -0.0039], [0.0792, -0.0491, 0.0226], [-0.0963, 0.1459, 0.0464], [-0.0461, 0.0795, 0.0505], [0.0047, 0.0042, -0.0049], [0.0109, -0.0054, 0.0086], [-0.0341, 0.0001, 0.0335], [-0.0096, 0.0175, -0.0364], [-0.0983, 0.1517, -0.0236], [-0.0088, 0.0027, -0.0084], [-0.0880, 0.0342, 0.1006], [0.0512, -0.0514, -0.0321], [-0.0005, 0.0023, -0.0310], [-0.0068, 0.0067, -0.0028], [0.0291, 0.0034, 0.0023], [-0.0134, 0.1007, 0.0215], [-0.0072, 0.0067, -0.0212], [0.0549, -0.0325, -0.0704], [-0.0026, 0.0095, 0.0100], [0.0017, 0.0000, -0.0091], [0.2038, 0.0222, 0.0994], [0.0006, -0.0046, 0.0069], [0.0641, -0.1865, -0.2224], [-0.1323, 0.0418, -0.1036], [-0.1267, -0.0613, -0.0176], [-0.0030, 0.0054, 0.0033], [0.2189, 0.1543, -0.0384], [-0.0056, -0.0020, 0.0057], [-0.0208, -0.1889, -0.0897], [0.0074, 0.0885, -0.0942], [0.2924, -0.3309, 0.2413], [-0.0754, 0.0505, -0.0055], [-0.0166, 0.0052, 0.0179], [0.0136, -0.0002, 0.0099], [0.0735, -0.0166, -0.0465], [0.0077, -0.0170, 0.2471], [-0.0045, -0.0087, -0.0097], [-0.0356, -0.0128, -0.0613], [0.0015, -0.0074, -0.0058], [0.0051, 0.0077, 0.0025], [0.0010, -0.0038, 0.0055], [-0.1095, -0.0392, 0.0324], [-0.0126, 0.0292, 0.0337], [-0.2281, 0.0212, 0.4505], [0.0364, -0.0257, -0.0357], [-0.0174, -0.0095, -0.0119], [-0.0027, -0.0085, -0.0021], [0.0646, 0.0816, -0.0156], [-0.0115, -0.0080, 0.0169]]}


{"formula": "C9H27B3N2O7", "method": "wB97M-V/def2-TZVPD", "e_above_lowest_kj_mol": 27.46, "lumo_ev": 0.34, "homo_energy_ev": -9.2, "e_tot_ha": -1069.9394, "fmax_ha_per_bohr": 0.028, "species": ["H", "O", "H", "C", "H", "C", "H", "H", "H", "H", "H", "C", "B", "O", "H", "O", "H", "H", "H", "H", "C", "H", "O", "B", "B", "H", "C", "H", "C", "C", "H", "H", "H", "N", "O", "H", "H", "O", "C", "H", "H", "O", "H", "H", "C", "N", "H", "H"], "xyz": [[-0.3882, 5.5302, 4.7667], [-1.3220, 3.5231, 5.1399], [0.6261, 2.3021, -3.6021], [-0.4523, -2.3441, -0.1959], [-1.1635, -4.1740, -1.0889], [0.8386, -1.6968, 0.3229], [-1.7303, -1.1320, 0.8237], [-1.7514, -1.1247, -4.0764], [2.4313, -3.4916, 1.1119], [-2.7454, 3.4990, 2.8898], [2.3361, 3.1064, 6.1152], [-1.0086, -1.3128, -4.8574], [-0.4428, 4.5430, 5.4214], [-2.3611, 2.8722, 2.2524], [2.3230, -3.1257, 2.8445], [1.1242, -1.9743, 1.6809], [1.8305, 1.7732, -5.5330], [-0.7495, 1.8751, -5.4565], [-0.1313, -1.7951, -4.4186], [-0.1760, 0.3426, -2.1641], [-0.7811, 1.7095, 3.4256], [1.0158, -4.0176, 2.0657], [0.4744, 4.2947, 6.4275], [-0.5493, 2.4044, 4.8152], [1.1519, 3.1348, 6.1203], [-0.3375, 0.7192, 3.3938], [0.7624, 0.3717, -2.7222], [-1.4377, -1.9974, -5.5882], [-0.3226, -3.8364, -0.4842], [1.7494, -3.2210, 1.9229], [-0.6935, -1.8508, -1.1423], [-1.5257, 1.0734, -4.0928], [0.5962, -4.0561, -1.0318], [-1.5738, -2.1313, 0.7206], [-2.1495, 1.7119, 3.0482], [1.6981, -1.9527, -0.3112], [1.5391, 0.7446, -2.0548], [0.4174, 2.0343, 5.7245], [0.6464, 1.2655, -3.9512], [-0.2390, 2.3073, 2.6911], [-0.3271, -4.4297, 0.4293], [-0.6622, -0.1231, -5.5412], [1.7800, 0.1970, -5.2387], [0.7158, -0.6119, 0.2683], [-0.6461, 1.0480, -4.7498], [1.8469, 1.0986, -4.7740], [-1.2700, -2.4332, 1.6424], [1.0341, -0.6498, -2.9892]], "forces_ev_per_a": [[-0.2260, 0.2143, 0.1696], [0.2945, 0.1936, -1.1476], [-0.0451, 0.0314, -0.0375], [0.0319, -0.2186, 0.1366], [-0.0411, 0.0138, 0.0267], [-0.0590, 0.1965, -0.1140], [-0.1297, -0.0190, -0.0313], [0.0185, 0.0093, 0.0390], [-0.0224, -0.0226, -0.0337], [0.1180, -0.2103, -0.0249], [0.0757, -0.1149, 0.2887], [0.0423, -0.0222, -0.1500], [-0.5852, 0.3063, 0.9110], [-0.1989, 0.2893, -0.0222], [0.0108, 0.0360, -0.0104], [0.1020, -0.0590, -0.0543], [0.0650, 0.0568, 0.0536], [0.0095, -0.0289, -0.0449], [-0.0431, -0.0025, 0.0938], [-0.0114, -0.0006, -0.0147], [0.5455, 0.3653, 0.5452], [0.0413, -0.0595, -0.0807], [0.6771, 0.4772, -0.8316], [-1.2129, -0.5644, 0.5186], [0.1699, -0.2796, 1.0101], [-0.3514, -0.4124, -0.1841], [-0.0033, 0.0240, 0.1555], [-0.0109, 0.0260, -0.0185], [0.0082, -0.0335, -0.1400], [-0.0290, 0.0849, 0.1781], [0.0293, 0.0716, 0.0120], [0.0408, -0.0365, 0.0651], [0.0119, -0.0014, 0.0136], [0.0979, 0.1941, -0.0261], [-0.2206, -0.3650, -0.1208], [-0.0131, -0.0958, 0.0129], [0.0411, 0.0140, -0.0400], [0.7165, 0.0638, -0.9714], [0.0482, -0.2193, 0.0090], [0.2268, -0.0159, -0.1776], [0.0186, 0.0283, 0.0405], [-0.0297, -0.0742, 0.0865], [0.0533, -0.0380, 0.0515], [0.0006, 0.0082, 0.0605], [-0.0284, 0.2005, -0.0598], [-0.1252, 0.0718, -0.1095], [-0.0853, -0.0683, 0.0159], [-0.0234, -0.0146, -0.0485]]}